Record 1
The following is a DFT calculation (ωB97M-V/def2-TZVPD) of the ion C30H52N5 with charge +1 in a non-equilibrium geometry.

Geometry (Å):
N 4.50 -6.24 2.18
C 5.03 -5.84 0.82
C 4.66 -4.29 0.60
C 4.32 -3.91 -0.94
C 3.05 -2.88 -0.90
C 3.38 -1.49 -0.16
C 3.60 -0.23 -1.17
C 4.24 -0.71 -2.57
N 4.83 0.37 -3.41
C 5.54 1.42 -2.62
C 5.78 1.01 -1.09
C 6.72 2.09 -0.30
C 6.97 1.76 1.16
C 7.89 2.69 2.00
C 8.42 3.85 1.14
C 7.98 3.98 -0.31
N 7.14 3.16 -1.12
N 4.44 0.82 -0.45
C 3.59 2.06 -0.37
C 2.49 1.83 0.82
C 0.97 1.92 0.32
C -0.02 1.42 1.51
C -1.52 1.13 1.00
C -2.66 2.05 1.68
C -3.92 1.21 2.25
C -4.80 0.52 1.06
C -6.34 1.06 1.08
C -6.97 1.15 -0.42
C -8.10 -0.01 -0.57
C -9.47 0.36 0.21
N -10.64 -0.21 -0.54
C -10.96 0.04 -1.93
C -12.22 -0.73 -2.37
C -12.64 -1.45 -1.06
C -11.64 -1.09 0.07
H 3.48 -6.39 2.12
H 4.60 -5.43 2.81
H 6.18 -5.91 0.90
H 4.61 -6.50 -0.02
H 5.47 -3.57 0.99
H 3.72 -4.06 1.24
H 5.20 -3.49 -1.52
H 3.95 -4.89 -1.42
H 2.27 -3.42 -0.23
H 2.54 -2.76 -1.92
H 2.43 -1.22 0.45
H 4.24 -1.58 0.61
H 2.54 0.15 -1.41
H 5.09 -1.46 -2.31
H 3.49 -1.31 -3.21
H 4.17 0.75 -4.09
H 4.95 2.40 -2.75
H 6.57 1.57 -3.12
H 6.34 0.01 -0.97
H 6.51 0.84 1.64
H 8.18 2.54 3.08
H 9.12 4.63 1.60
H 8.42 4.88 -0.88
H 4.62 0.54 0.54
H 2.99 2.28 -1.32
H 4.14 3.01 -0.10
H 2.62 0.80 1.32
H 2.61 2.62 1.66
H 0.65 3.01 0.10
H 0.72 1.26 -0.58
H -0.11 2.22 2.34
H 0.36 0.45 2.00
H -1.80 0.03 1.22
H -1.55 1.29 -0.13
H -3.10 2.76 0.88
H -2.28 2.69 2.55
H -3.58 0.40 2.99
H -4.66 1.88 2.83
H -4.27 0.76 0.07
H -4.85 -0.61 1.25
H -6.43 2.12 1.52
H -6.98 0.28 1.64
H -6.18 0.97 -1.23
H -7.51 2.13 -0.63
H -7.71 -1.01 -0.16
H -8.25 -0.16 -1.70
H -9.57 1.48 0.39
H -9.43 -0.20 1.22
H -10.28 0.73 -2.56
H -12.66 -0.72 -3.42
H -13.57 -2.12 -1.01
H -11.68 -1.48 1.14

Properties
E_LUMO   -2.949 eV
HOMO level   -8.78 eV
Total charge   +1

Results of the Mulliken charge analysis, in e, for atoms 1 through 6:
1 N -0.68
2 C -0.45
3 C -0.57
4 C -0.33
5 C -1.15
6 C -0.11



Record 2
The following is a DFT calculation (ωB97M-V/def2-TZVPD) of a structure of composition C30H54BClO2P2RuSi2 in a non-equilibrium geometry.

Geometry (Å):
Ru 0.32 0.02 0.03
C 2.24 -0.17 -1.90
C 1.43 -1.32 -1.76
C 0.05 -0.89 -1.96
Si 2.09 -2.95 -1.19
C 0.05 0.54 -2.08
C 1.43 0.99 -1.96
Si 2.09 2.70 -1.68
H 3.33 -0.16 -1.85
H -0.79 -1.53 -2.20
H -0.78 1.13 -2.44
Cl -3.25 0.23 2.41
C 3.94 2.72 -1.50
C 1.57 3.80 -3.09
C 3.93 -2.93 -0.99
C 1.59 -4.28 -2.39
H 2.19 3.56 -3.96
H 1.73 4.86 -2.87
H 0.53 3.68 -3.38
H 4.25 2.23 -0.58
H 4.32 3.75 -1.49
H 4.42 2.20 -2.34
H 2.18 -4.16 -3.31
H 0.53 -4.24 -2.67
H 1.79 -5.28 -2.00
H 4.42 -2.56 -1.90
H 4.32 -3.94 -0.80
H 4.24 -2.29 -0.16
C 1.32 3.26 -0.06
C 1.31 -3.22 0.50
P -0.28 2.46 0.29
H 1.20 4.35 -0.07
H 1.99 3.00 0.76
P -0.28 -2.36 0.71
H 1.98 -2.83 1.27
H 1.19 -4.30 0.67
C -0.81 -2.90 2.41
C -1.38 -3.48 -0.36
C -1.37 3.37 -0.96
C -0.81 3.28 1.87
C -0.70 2.34 3.06
H -1.87 3.49 1.68
C -0.10 4.59 2.23
H 0.97 4.41 2.41
H -0.55 4.95 3.16
H -0.20 5.37 1.48
H -1.33 1.46 2.90
H -1.06 2.87 3.95
H 0.34 2.03 3.23
H -0.94 3.08 -1.92
C -1.34 4.90 -0.87
C -2.83 2.89 -0.94
H -0.34 5.33 -1.00
H -1.76 5.25 0.09
H -1.97 5.30 -1.67
H -2.94 1.87 -1.31
H -3.42 3.54 -1.60
H -3.26 2.97 0.07
H -0.94 -3.36 -1.36
C -2.84 -3.02 -0.42
C -1.35 -4.97 0.00
H -0.35 -5.42 -0.06
H -1.99 -5.51 -0.72
H -1.77 -5.15 1.00
H -2.95 -2.07 -0.97
H -3.27 -2.92 0.58
H -3.43 -3.77 -0.96
C -0.70 -1.77 3.41
C -0.10 -4.13 2.99
H -1.87 -3.14 2.26
H 0.97 -3.92 3.14
H -0.21 -5.03 2.38
H -0.55 -4.32 3.97
H 0.33 -1.43 3.53
H -1.06 -2.13 4.39
H -1.33 -0.93 3.10
C -3.26 0.05 0.67
H -4.26 0.04 0.24
H -2.72 -0.87 0.42
H -2.66 0.87 0.23
O 2.42 -0.97 2.14
B 1.82 0.13 1.42
O 2.40 1.33 1.97
C 3.22 0.95 3.01
C 3.75 1.77 4.00
C 4.31 1.13 5.10
C 4.32 -0.27 5.21
C 3.76 -1.08 4.21
C 3.23 -0.44 3.12
H 3.69 2.86 3.87
H 4.74 1.74 5.90
H 4.75 -0.75 6.09
H 3.72 -2.18 4.26

Properties
E_LUMO (spin up / spin down)   0.642 / -0.542 eV
HOMO level (spin up / spin down)   -4.80 / -7.78 eV
Spin multiplicity   5
Total charge   0
<S²>   6.0219

Results of the Mulliken charge analysis, in e, for atoms 1 through 6:
1 Ru -1.13
2 C -0.69
3 C 1.06
4 C -1.53
5 Si 0.20
6 C -1.58



Values of total energy, in order: -39387.4636, -86196.5655, all in eV.